Record 1
# C7H13N2S

A 2-piece molecular cluster, C7H13N2S overall at a distorted geometry (the ωB97M-V functional and the def2-TZVPD basis, the OMol25 dataset).

```
23
Properties=species:S:1:pos:R:3:forces:R:3:lowdin_charge:R:1
S -0.000713 -1.671607 -1.068057 -0.015 0.203 0.224 0.811
C 1.218366 -0.862147 -2.164537 0.820 0.047 0.048 -0.479
C -1.441243 -0.957757 -1.939227 -0.767 -0.089 0.091 -0.479
C 0.433357 -0.359818 -3.372726 0.118 0.013 -0.437 -0.266
C -0.891583 0.158772 -2.822127 -0.220 0.367 -0.132 -0.272
H 1.702946 -0.025318 -1.625687 -0.256 -0.390 -0.283 0.072
H 2.007026 -1.591037 -2.433217 -0.479 0.367 0.144 0.081
H -1.933422 -1.742277 -2.545637 0.329 0.356 0.325 0.083
H -2.176222 -0.598058 -1.193657 0.385 -0.184 -0.418 0.074
H 0.997456 0.416342 -3.924816 -0.263 -0.385 0.294 0.123
H 0.243457 -1.198067 -4.070376 0.086 0.361 0.299 0.123
H -1.607813 0.429072 -3.621756 0.347 -0.152 0.401 0.123
H -0.711463 1.064332 -2.211417 -0.071 -0.327 -0.250 0.112
C 0.147147 1.730851 3.861491 -0.108 0.423 -0.475 -0.026
C 0.016867 1.550382 2.510071 0.004 0.359 0.443 -0.022
C 0.376437 -0.440248 3.435291 -0.069 0.339 -0.221 -0.039
N 0.367227 0.486382 4.398360 0.185 -0.628 0.923 0.097
N 0.163387 0.203992 2.283861 0.063 -0.726 -0.276 0.109
H 0.100777 2.633721 4.470410 0.025 -0.459 -0.301 0.143
H -0.165603 2.264781 1.707302 0.093 -0.368 0.403 0.144
H 0.528087 -1.511957 3.563831 -0.073 0.494 -0.078 0.171
H 0.507737 0.279912 5.403800 -0.153 0.235 -1.077 0.201
H 0.117787 -0.260237 1.358812 0.018 0.145 0.353 0.115
```
Forces are in eV/Å.

## Properties
gap between HOMO and LUMO = 8.5 eV
energy relative to the best compared isomer or geometry (same formula, charge and spin) = 3.4 kcal/mol
electronic energy = -782.00719 Ha
charge = +1



Record 2
# C60H49F3N2O17S

A 8-piece molecular cluster, C60H49F3N2O17S overall at a distorted geometry (the ωB97M-V functional and the def2-TZVPD basis, the OMol25 dataset).

```
132
Properties=species:S:1:pos:R:3:forces:R:3:lowdin_charge:R:1
O -0.220506 2.798890 -6.153270 1.636 -2.720 2.414 0.039
C 0.381332 1.963884 -5.439048 -0.106 0.717 -0.530 -0.299
C 1.640752 1.193742 -6.006969 1.086 -1.077 1.906 0.056
C 2.586652 0.503342 -5.193172 -2.022 1.548 -1.509 -0.082
C 3.819539 -0.173118 -5.944611 -0.533 -0.418 0.699 -0.139
C 4.618469 -1.267390 -5.087944 0.873 0.153 -0.445 -0.188
C 5.341524 -2.257092 -6.122703 0.434 -0.895 0.593 -0.212
C 6.884225 -1.932573 -6.414073 -0.279 0.450 -0.704 -0.189
C 7.227720 -0.381720 -6.630514 0.977 -0.112 -0.512 -0.217
C 7.180110 0.109694 -8.159027 0.892 1.173 0.250 -0.252
C 8.351121 -0.507078 -9.078259 -1.233 0.132 -1.128 -0.463
S 10.064337 -0.072879 -8.504466 0.473 0.720 -1.012 0.918
C 10.932162 0.936691 -9.769396 3.979 2.630 -2.065 -0.494
N 12.264813 1.461970 -9.618443 -4.050 -1.685 0.292 -0.028
N 12.653067 2.181367 -10.715734 -5.912 -1.748 -2.660 -0.002
C 11.544849 2.080829 -11.621869 3.284 0.232 3.150 -0.099
O 10.491559 1.336363 -11.075017 1.889 0.440 1.028 -0.053
C 2.335221 0.515365 -3.632226 0.796 -0.064 2.072 -0.215
O 3.189068 0.223653 -2.758068 -2.331 0.696 -3.114 0.052
C 0.899161 0.978121 -3.063012 -2.041 1.234 -1.544 -0.081
C 0.518377 0.691507 -1.519510 0.297 0.090 -0.572 -0.121
C -0.668221 1.621209 -0.985204 -0.426 -0.066 -0.669 -0.094
C -0.956244 1.490221 0.576823 -0.473 1.167 -0.777 -0.402
F -2.331302 1.817017 0.805104 2.847 -0.897 -0.117 0.032
F -0.214378 2.504428 1.244258 -1.437 -2.818 -0.743 0.060
F -0.721249 0.199139 1.084798 -0.406 3.115 -0.647 0.081
C -0.020346 1.643609 -3.917122 2.048 -0.941 0.017 0.057
H 1.801595 1.200891 -7.134166 -0.368 0.201 1.662 0.133
H 3.395507 -0.714682 -6.871053 0.493 0.935 1.488 0.112
H 4.520352 0.641232 -6.329792 -0.916 -1.036 0.634 0.115
H 5.455724 -0.777503 -4.461825 -1.476 -0.606 -0.843 0.119
H 3.968499 -1.839462 -4.336966 0.722 0.892 -1.355 0.114
H 4.780537 -2.338356 -7.110212 0.695 0.335 1.404 0.080
H 5.316901 -3.318235 -5.664006 0.028 1.532 -0.783 0.116
H 7.578095 -2.335821 -5.606110 -1.086 0.418 -0.968 0.113
H 7.140796 -2.460472 -7.409698 -0.201 0.600 1.670 0.104
H 8.324544 -0.243383 -6.291956 -1.673 -0.048 -0.475 0.096
H 6.617234 0.343392 -6.002127 0.682 -1.140 -0.709 0.093
H 7.380303 1.248024 -8.134409 -0.390 -1.681 -0.074 0.116
H 6.163642 -0.011093 -8.662030 1.324 -0.208 0.656 0.115
H 8.252589 -1.642281 -9.105123 0.447 1.495 0.005 0.073
H 8.267218 -0.120562 -10.161946 -0.011 -0.654 1.721 0.093
H 11.603244 2.601869 -12.640106 -0.869 -1.260 1.736 0.143
H 0.159051 -0.397661 -1.454242 0.823 1.528 0.036 0.136
H 1.459755 0.852347 -0.887149 -1.345 -0.442 -0.928 0.132
H -0.476348 2.726414 -1.249149 -0.181 -1.693 0.777 0.146
H -1.647350 1.359079 -1.536610 1.476 0.219 1.054 0.133
H -1.056789 1.993953 -3.606685 1.639 -0.418 -0.384 0.117
O -4.940047 -2.937691 4.172349 0.043 0.261 0.002 0.099
C -4.819765 -1.728725 4.248108 -0.082 -0.401 0.026 -0.386
C -5.354745 -0.974572 5.401396 -0.004 0.260 0.052 0.022
C -5.224523 0.349769 5.482791 -0.100 -0.053 0.006 0.026
C -4.538182 1.119511 4.423599 -0.025 0.171 -0.005 -0.353
O -4.417254 2.328692 4.498365 0.033 -0.347 0.116 0.088
C -4.003017 0.366111 3.269892 0.097 -0.177 -0.218 0.032
C -4.133363 -0.958194 3.188926 0.107 0.268 -0.119 0.026
H -5.853637 -1.553540 6.168066 0.025 0.007 -0.027 0.112
H -5.610085 0.916773 6.318068 0.050 -0.019 -0.093 0.098
H -3.504191 0.945499 2.503111 -0.047 -0.015 0.069 0.097
H -3.747075 -1.526405 2.351908 -0.013 -0.025 0.021 0.121
O -5.979474 0.049495 8.228701 -0.139 -0.242 0.473 0.081
C -6.434315 -0.642252 9.122481 -0.015 0.151 -0.065 -0.354
C -7.750440 -0.346616 9.727435 0.299 -0.254 0.028 0.031
C -8.245994 -1.104110 10.707585 0.225 -0.099 -0.126 0.030
C -7.500545 -2.270107 11.227291 -0.177 -0.034 0.123 -0.353
O -7.954046 -2.962981 12.121035 0.096 0.330 -0.270 0.085
C -6.184018 -2.565273 10.621710 0.251 -0.017 -0.144 0.030
C -5.688993 -1.808744 9.642706 0.137 -0.246 0.118 0.029
H -8.279232 0.506938 9.334633 0.240 -0.139 -0.073 0.104
H -9.204551 -0.904896 11.163119 0.130 -0.099 0.005 0.109
H -5.651380 -3.422593 11.015071 -0.011 0.003 0.006 0.124
H -4.727329 -2.010185 9.186978 -0.004 0.017 -0.009 0.125
O 2.234801 -8.433135 -7.822640 0.036 0.323 0.014 0.112
C 2.356867 -7.225336 -7.760027 -0.057 -0.496 -0.019 -0.386
C 1.800346 -6.454903 -6.627383 -0.063 0.293 0.183 0.025
C 1.933022 -5.129737 -6.560910 -0.096 -0.239 0.138 0.025
C 2.643000 -4.375105 -7.615135 -0.007 0.333 0.012 -0.378
O 2.765336 -3.165267 -7.552247 -0.191 -0.284 -0.078 0.074
C 3.199537 -5.144897 -8.747563 0.066 -0.247 -0.142 0.025
C 3.067120 -6.470028 -8.814473 0.135 0.289 -0.158 0.025
H 1.284027 -7.022972 -5.863571 0.016 -0.029 -0.038 0.124
H 1.531368 -4.549562 -5.739487 0.019 0.032 -0.025 0.123
H 3.715879 -4.576525 -9.511299 -0.017 0.026 0.029 0.123
H 3.468890 -7.049867 -9.635937 -0.022 -0.031 0.029 0.124
O 16.365306 7.343364 -9.942282 0.063 -0.247 -0.071 0.096
C 16.438935 6.153489 -10.187720 -0.151 0.405 0.113 -0.393
C 15.293233 5.248944 -9.956134 -0.028 -0.263 -0.053 0.020
C 15.375598 3.944641 -10.223418 -0.203 0.180 0.217 0.017
C 16.616352 3.348669 -10.764321 -0.034 -0.404 -0.062 -0.385
O 16.691489 2.159778 -11.010157 0.040 0.298 0.041 0.104
C 17.762762 4.253822 -10.996007 0.184 0.298 -0.016 0.017
C 17.679627 5.557452 -10.728593 0.206 -0.253 -0.115 0.016
H 14.392407 5.701588 -9.560535 0.032 0.023 0.006 0.121
H 14.546171 3.268144 -10.059078 0.077 0.003 -0.074 0.077
H 18.663807 3.801450 -11.391611 -0.028 -0.029 0.004 0.120
H 18.508527 6.234669 -10.892729 -0.032 0.030 0.019 0.120
O -11.017178 -7.038073 13.025467 0.271 -0.025 0.058 0.100
C -9.819180 -6.981968 13.231892 -0.396 0.064 -0.092 -0.387
C -9.060147 -5.732036 13.015700 0.214 0.136 -0.009 0.022
C -7.747254 -5.672435 13.240137 -0.089 -0.010 0.015 0.017
C -6.995030 -6.852876 13.716198 0.311 0.051 0.057 -0.385
O -5.796817 -6.797340 13.922739 -0.259 -0.036 -0.054 0.100
C -7.753907 -8.103551 13.932648 -0.249 -0.222 0.018 0.018
C -9.066845 -8.162976 13.708130 0.269 -0.183 0.102 0.018
H -9.625442 -4.876590 12.667836 0.031 -0.008 0.012 0.114
H -7.177295 -4.766956 13.086516 -0.065 -0.064 0.025 0.094
H -7.187818 -8.958810 14.280647 0.023 0.031 -0.004 0.121
H -9.638618 -9.069666 13.861831 -0.030 0.028 -0.015 0.121
O -3.602071 8.045131 1.513089 -0.186 -0.206 -0.018 0.098
C -4.284762 7.043986 1.626422 0.335 0.318 0.054 -0.392
C -5.509229 6.855093 0.818984 -0.285 -0.165 -0.113 0.018
C -6.258329 5.759268 0.944632 0.005 0.284 -0.177 0.018
C -5.896049 4.685636 1.895227 -0.159 -0.324 0.088 -0.381
O -6.579826 3.684996 2.007141 0.128 0.230 -0.075 0.102
C -4.671852 4.874144 2.702793 0.308 0.123 0.170 0.028
C -3.922776 5.970949 2.576438 -0.125 -0.228 0.041 0.025
H -5.759720 7.650088 0.127464 0.040 0.014 0.024 0.121
H -7.158125 5.604880 0.362087 0.000 -0.030 0.019 0.120
H -4.421096 4.078379 3.394889 -0.065 0.053 -0.105 0.086
H -3.023013 6.125599 3.158697 -0.005 0.031 -0.021 0.122
O -9.949661 0.826164 10.278526 -1.280 0.902 0.230 0.030
C -10.869444 1.593443 10.509553 0.114 -0.103 -0.076 -0.337
C -10.930807 2.358843 11.772306 -0.083 0.167 0.175 0.032
C -11.937494 3.195732 12.025301 0.300 -0.138 0.121 0.028
C -13.033861 3.394774 11.053071 -0.387 0.320 0.089 -0.384
O -13.950164 4.159249 11.283419 0.254 -0.212 -0.060 0.116
C -12.971895 2.628741 9.789898 0.143 -0.226 -0.224 0.028
C -11.964945 1.791956 9.537442 -0.223 0.087 -0.101 0.032
H -10.119842 2.201997 12.472848 0.005 -0.019 -0.031 0.126
H -11.999022 3.763787 12.945030 -0.035 0.009 -0.026 0.125
H -13.782554 2.785328 9.089218 -0.001 0.026 0.040 0.126
H -11.903047 1.223655 8.617751 0.031 -0.011 0.021 0.125
```
Forces are in eV/Å.

## Properties
gap between HOMO and LUMO = 6.8 eV
electronic energy = -4401.64306 Ha
SMILES string = O=C1C=C(CCCCCCCSc2nnco2)C(=O)C(CCC(F)(F)F)=C1.O=C1C=CC(=O)C=C1.O=C1C=CC(=O)C=C1.O=C1C=CC(=O)C=C1.O=C1C=CC(=O)C=C1.O=C1C=CC(=O)C=C1.O=C1C=CC(=O)C=C1.O=C1C=CC(=O)C=C1



Computed highest occupied orbital energy (Eh) in order:
-0.4255 -0.3268